No. 1
Formula: C20H34BrClCoN3O4
Source: the Open Molecules 2025 dataset
Level of theory: the ωB97M-V functional and the def2-TZVPD basis

Cartesian coordinates (Å):
O: -1.5378 0.8347 0.0038
C: -1.9887 0.2913 -1.1396
C: -3.1692 -0.6649 -0.8477
C: -3.1654 -1.5004 0.2606
H: -2.2672 -1.5341 0.8795
C: -4.2565 -2.3214 0.5763
H: -4.2095 -2.9351 1.4958
C: -5.3673 -2.3462 -0.2985
H: -6.2422 -2.9764 -0.0692
C: -5.3590 -1.5360 -1.4591
H: -6.2227 -1.5117 -2.1491
C: -4.2605 -0.6938 -1.7106
H: -4.2119 -0.0278 -2.5722
H: -2.4557 1.1029 -1.7648
C: -0.2384 0.5839 -3.1355
C: -0.8706 -0.4098 -2.1949
H: -0.4178 0.3033 -4.1852
H: 0.8592 0.7264 -3.0602
H: -0.6498 1.5803 -3.0060
C: -0.9749 -1.7255 -2.4707
C: -0.3479 -2.4285 -3.6450
H: -1.5832 -2.4369 -1.8946
H: -1.1012 -2.8699 -4.3187
H: 0.2354 -3.2962 -3.3083
H: 0.2828 -1.7716 -4.2476
Co: 0.9463 -0.5939 -0.5861
Cl: 2.3152 -1.6224 -1.8892
C: 3.3833 -1.3341 1.2599
O: 2.9080 -0.1893 1.2001
N: 4.6804 -1.6409 1.4425
C: 5.6335 -0.5906 1.7081
C: 5.1997 -2.9960 1.2912
H: 2.7697 -2.2660 1.1457
H: 5.1332 0.3872 1.7001
H: 6.4010 -0.6451 0.9355
H: 6.0632 -0.7751 2.6936
H: 4.3576 -3.6475 1.0446
H: 5.6566 -3.3306 2.2241
H: 5.9329 -3.0435 0.4839
H: -3.3372 0.8346 4.0753
H: -1.0478 0.0112 5.1788
C: -2.9117 0.3533 3.1935
C: -0.7365 -0.2994 4.1788
N: -1.4639 0.4511 3.1823
H: -3.2769 0.8444 2.2929
C: -0.8082 1.3725 2.4118
O: 0.3957 1.5392 2.3196
H: 0.3296 -0.1018 4.0342
H: -1.5373 2.0179 1.8460
H: -3.2195 -0.6879 3.2131
H: -0.9657 -1.3621 4.0885
H: 3.3447 4.3306 -1.1914
H: 1.2635 5.7359 -0.0980
C: 2.5202 3.8182 -1.7075
C: 0.6216 5.0153 -0.6193
N: 1.3332 3.7514 -0.8650
H: 2.8284 2.8014 -1.9547
C: 0.9038 2.5481 -0.3919
O: 1.4049 1.4365 -0.7321
H: -0.2570 4.8041 -0.0124
H: 0.0605 2.5828 0.3271
H: 2.2938 4.3972 -2.6136
H: 0.3160 5.4887 -1.5629
Br: 0.0850 -1.8319 1.0147

Computed properties:
LUMO energy (alpha / beta)   0.636 / -2.505 eV
HOMO-LUMO gap (alpha / beta)   8.3 / 4.8 eV
2S+1   5
E   -154142.0141 eV
Max |F|   0.0510 Eh/bohr
HOMO level (alpha / beta)   -7.640 / -7.262 eV



No. 2
Formula: C26H73N5O8S3
Source: the Open Molecules 2025 dataset
Level of theory: the ωB97M-V functional and the def2-TZVPD basis

Cartesian coordinates (Å):
C: -1.3050 1.5607 4.2404
C: -2.4439 0.7610 4.8212
C: -2.5505 -0.5371 4.0013
O: -2.7779 -0.3343 2.6206
C: -4.0165 0.2617 2.2052
N: -2.2605 0.4875 6.2638
H: -0.4629 0.8697 3.9034
H: -0.8020 2.2769 4.8798
H: -1.6554 2.0947 3.3262
H: -3.3551 1.3701 4.7319
H: -3.3327 -1.2557 4.3273
H: -1.6427 -1.0843 3.9554
H: -4.1810 1.3026 2.6229
H: -4.8263 -0.2487 2.6739
H: -4.0915 0.3012 1.1218
H: -1.2866 0.0837 6.4036
H: -2.9143 -0.2260 6.6356
C: -1.7258 2.9029 -5.1576
C: -0.6816 3.4558 -4.2007
C: 0.6323 3.5540 -4.9806
O: 0.9953 2.3507 -5.5427
C: 2.3048 2.3333 -5.9808
N: -1.1155 4.7136 -3.5706
H: -2.0883 3.6328 -5.8763
H: -2.5449 2.4417 -4.5694
H: -1.2582 2.1313 -5.7490
H: -0.4770 2.6834 -3.4434
H: 1.3187 3.8543 -4.1850
H: 0.5363 4.2341 -5.7833
H: 2.4709 2.8949 -6.9081
H: 2.5167 1.2983 -6.1946
H: 3.1021 2.5992 -5.2294
H: -1.4197 5.3895 -4.2666
H: -0.4355 5.0960 -2.9122
C: 3.9218 3.8297 -1.8242
C: 3.6450 4.1709 -0.3474
C: 2.1624 4.5792 -0.1363
O: 1.5159 5.3546 -1.1578
C: 2.0841 6.6228 -1.2890
N: 3.8876 3.0625 0.5436
H: 5.0017 3.6269 -1.9353
H: 3.5211 4.5891 -2.5120
H: 3.4032 2.8722 -2.0930
H: 4.2732 4.9738 0.0630
H: 2.1502 5.1341 0.8417
H: 1.5668 3.6045 -0.0576
H: 3.0775 6.6553 -1.7165
H: 2.0982 7.1592 -0.3574
H: 1.4677 7.2641 -1.9032
H: 3.4141 2.1954 0.2136
H: 4.8761 2.8381 0.5100
C: -0.5026 -3.4499 3.5553
C: -0.6503 -4.7907 2.9039
C: -1.8132 -4.8857 1.9975
O: -1.9781 -6.1801 1.5678
C: -3.3406 -6.5920 1.4050
N: 0.7206 -5.1287 2.3671
H: 0.4075 -3.5380 4.1960
H: -1.2863 -3.1045 4.2710
H: -0.4277 -2.6701 2.8361
H: -0.9264 -5.4832 3.6805
H: -1.7741 -4.2769 1.0784
H: -2.7043 -4.4604 2.5567
H: -3.9086 -6.4301 2.3470
H: -3.4256 -7.6695 1.2844
H: -3.7464 -6.0688 0.5415
H: 0.8564 -6.1976 2.2559
H: 0.8834 -4.6274 1.4931
C: 1.9522 -5.4165 -1.3936
C: 0.9266 -4.2517 -1.5219
C: -0.4590 -4.7716 -1.6935
O: -0.5492 -5.4449 -2.9599
C: -1.7553 -6.2145 -3.1900
N: 0.8807 -3.5317 -0.3298
H: 2.9290 -4.9731 -1.1262
H: 2.1294 -5.9715 -2.3363
H: 1.6643 -6.0785 -0.5993
H: 1.1465 -3.5907 -2.4439
H: -1.2025 -3.9389 -1.6001
H: -0.7030 -5.4903 -0.8839
H: -2.0032 -6.9703 -2.4046
H: -1.6117 -6.7391 -4.1632
H: -2.6083 -5.5772 -3.2877
H: -0.0529 -3.0185 -0.2237
H: 1.5463 -2.7862 -0.2502
C: 3.5175 -3.0058 2.9677
S: 2.7526 -1.6023 2.2283
O: 1.8270 -0.9408 3.2547
C: 4.1630 -0.4594 2.3173
H: 4.0465 -2.9202 3.8905
H: 4.3031 -3.3199 2.2669
H: 2.8210 -3.8539 3.0253
H: 5.0641 -0.7846 1.7907
H: 4.3642 -0.4222 3.3707
H: 3.8855 0.4991 1.9214
C: -0.0537 0.4869 1.1156
S: 0.8067 0.9256 -0.4518
O: 2.0359 0.0600 -0.4938
C: -0.3609 0.0755 -1.6019
H: -0.1385 -0.5319 1.4840
H: -1.0112 0.9782 1.2984
H: 0.6326 1.0276 1.8148
H: 0.0847 0.1378 -2.6017
H: -1.4086 0.3364 -1.5668
H: -0.1535 -0.8930 -1.1922
C: -1.4017 4.7415 -0.3140
S: -2.2850 3.3354 -0.9810
O: -2.3506 2.1985 -0.0801
C: -3.8373 4.1878 -0.9392
H: -1.7237 4.7889 0.7257
H: -1.7750 5.7499 -0.7406
H: -0.3696 4.5707 -0.4435
H: -3.9379 4.6509 0.0142
H: -4.6190 3.5653 -1.2685
H: -3.7837 4.9552 -1.7668

Computed properties:
LUMO energy   0.452 eV
HOMO-LUMO gap   9.0 eV
E   -84475.1005 eV
Max |F|   0.0768 Eh/bohr
HOMO level   -8.515 eV



No. 3
Formula: C29H29N3SiYb
Source: the Open Molecules 2025 dataset
Level of theory: the ωB97M-V functional and the def2-TZVPD basis

Cartesian coordinates (Å):
C: 0.0188 2.1649 3.6218
C: 0.4171 2.5346 2.3155
C: -0.7409 2.7074 1.5257
H: 1.4429 2.7514 2.0063
C: -1.8727 2.4567 2.3457
C: -1.3988 2.1224 3.6496
H: -2.0147 1.9208 4.5233
H: 0.6929 2.0021 4.4617
H: -0.7522 3.0101 0.4799
H: -2.9180 2.5616 2.0515
Yb: -0.7177 0.2025 2.1109
C: -1.1454 -0.2093 -0.2977
H: -2.0974 0.2995 -0.4195
H: -1.1548 -1.2955 -0.2802
H: -0.3152 0.2402 -0.8335
Si: -1.2121 -1.5701 -3.9735
C: 0.5585 -1.3550 -4.4488
C: 1.2085 -0.1398 -4.1978
H: 0.6634 0.6837 -3.7418
C: 2.5520 0.0332 -4.5387
H: 3.0461 0.9843 -4.3354
C: 3.2565 -1.0169 -5.1418
H: 4.3083 -0.8836 -5.4045
C: 2.6164 -2.2326 -5.4052
H: 3.1733 -3.0458 -5.8785
C: 1.2729 -2.3981 -5.0587
H: 0.7661 -3.3358 -5.2690
C: -2.2087 -0.0736 -4.4011
C: -2.0113 0.6053 -5.6122
H: -1.2611 0.2515 -6.3147
C: -2.7614 1.7415 -5.9228
H: -2.5969 2.2631 -6.8667
C: -3.7260 2.2061 -5.0199
H: -4.3175 3.0915 -5.2637
C: -3.9369 1.5346 -3.8109
H: -4.6868 1.9021 -3.1064
C: -3.1866 0.3944 -3.5118
H: -3.3398 -0.1271 -2.5713
H: -1.3030 -1.8538 -2.5425
H: -1.7647 -2.7126 -4.7188
C: -1.2235 -1.7892 7.5086
C: -2.0260 -1.2763 6.4810
C: -1.4497 -0.9766 5.2393
C: -0.0612 -1.1791 5.0418
C: 0.7318 -1.6819 6.0835
C: 0.1567 -1.9974 7.3174
N: 0.5346 -0.8476 3.7834
N: 1.8271 -1.0063 3.6760
C: 2.3809 -0.5414 2.4623
C: 3.7826 -0.6410 2.3008
C: 4.3980 -0.1476 1.1526
C: 3.5855 0.4710 0.1930
C: 2.2140 0.5531 0.4255
N: 1.5881 0.0181 1.5043
H: -1.6817 -2.0347 8.4649
H: -3.1030 -1.1113 6.6383
H: -2.0508 -0.5774 4.4202
H: 1.7942 -1.8008 5.8418
H: 0.7837 -2.4024 8.1044
H: 4.2561 -1.1348 3.1569
H: 5.4753 -0.2519 1.0168
H: 3.9789 0.8719 -0.7367
H: 1.5554 1.0681 -0.2805

Computed properties:
LUMO energy (alpha / beta)   -5.399 / -5.400 eV
Net charge   +1
HOMO-LUMO gap (alpha / beta)   5.1 / 5.1 eV
2S+1   2
E   -74413.2981 eV
Max |F|   0.0609 Eh/bohr
HOMO level (alpha / beta)   -10.492 / -10.464 eV



No. 4
Formula: CH4N2S3
Source: the Open Molecules 2025 dataset
Level of theory: the ωB97M-V functional and the def2-TZVPD basis

Cartesian coordinates (Å):
C: -0.0227 -0.2250 0.0093
H: -2.6591 1.2684 -0.5196
H: -1.3900 -1.9820 0.9144
H: 1.0131 -1.9474 0.3527
H: 1.9934 0.8776 1.1759
N: -1.2661 -0.9289 -0.2815
N: 1.1765 -0.9816 0.4735
S: -2.8121 -0.1702 -0.0461
S: 0.1786 1.4557 0.1016
S: 2.7464 -0.2538 -0.2633

Computed properties:
LUMO energy   -1.726 eV
HOMO-LUMO gap   6.8 eV
E   -36580.2724 eV
Max |F|   0.0967 Eh/bohr
HOMO level   -8.540 eV
Energy above the lowest of the compared OMol25 structures with the same formula, charge and spin   6.807 eV



No. 5
Formula: C20H26Cl4CoN5O4SSi
Source: the Open Molecules 2025 dataset
Level of theory: the ωB97M-V functional and the def2-TZVPD basis

Cartesian coordinates (Å):
Co: -0.3748 -0.3222 0.0214
N: 0.1738 -2.6002 -0.3917
C: -0.4695 -3.1601 -1.5832
C: 0.5050 -3.6348 -2.6728
C: 1.8440 -2.9107 -2.8845
C: 1.8246 -1.3848 -2.8176
N: 0.6411 -0.7892 -3.4195
C: 0.3119 -0.8163 -4.6802
N: -0.9473 -0.5098 -5.0290
N: 1.2245 -1.1724 -5.6189
C: -1.5236 -2.1517 -2.1231
O: -2.0266 -2.4158 -3.2380
O: -1.7861 -1.1547 -1.4107
H: 1.1194 -2.9297 -0.2389
H: -0.3630 -2.8145 0.4385
H: -1.0659 -4.0423 -1.3249
H: -0.0725 -3.6202 -3.5977
H: 0.7553 -4.6831 -2.4832
H: 2.2296 -3.2425 -3.8531
H: 2.5829 -3.2366 -2.1464
H: 2.7437 -0.9655 -3.2428
H: 1.7985 -1.0692 -1.7794
H: 0.0605 -0.2290 -2.7693
H: -1.6536 -0.8515 -4.3613
H: -1.1959 -0.5754 -6.0002
H: 2.1910 -1.0085 -5.3862
H: 0.9825 -1.0303 -6.5836
Cl: 3.8530 3.6723 -3.4353
C: 3.2068 2.6093 -2.2230
C: 3.9893 2.1768 -1.1712
Cl: 5.6417 2.6910 -1.0422
C: 3.4478 1.3122 -0.2042
Cl: 4.4327 0.6839 1.0799
C: 2.1182 0.8883 -0.2572
O: 1.5777 0.0331 0.5434
C: 1.3032 1.3582 -1.3435
O: 0.0765 0.8905 -1.4190
C: 1.8668 2.1830 -2.3027
Cl: 0.8719 2.6364 -3.6621
C: -0.6634 2.4083 5.8213
Si: -1.7010 1.0052 5.1251
C: -0.8747 -0.5962 5.5944
C: -3.3930 1.0701 5.9409
C: -1.9205 1.3828 3.2986
C: -2.4375 2.6310 2.9698
C: -2.5212 3.0717 1.6501
C: -2.0317 2.2346 0.6673
N: -1.5622 1.0276 0.9506
C: -1.5229 0.5672 2.2152
S: -0.9053 -1.0522 2.2802
H: -0.5045 2.2864 6.8962
H: -1.1353 3.3798 5.6566
H: 0.3136 2.4269 5.3326
H: -0.7388 -0.6106 6.6804
H: 0.0998 -0.6866 5.1130
H: -1.4647 -1.4637 5.2979
H: -3.2935 1.0470 7.0300
H: -4.0059 0.2179 5.6381
H: -3.9312 1.9819 5.6710
H: -2.7735 3.2950 3.7623
H: -2.9272 4.0417 1.3998
H: -2.0008 2.5202 -0.3778

Computed properties:
LUMO energy (alpha / beta)   2.108 / 2.108 eV
Net charge   -1
HOMO-LUMO gap (alpha / beta)   6.1 / 6.0 eV
2S+1   2
E   -143238.2574 eV
Max |F|   0.0087 Eh/bohr
HOMO level (alpha / beta)   -3.961 / -3.920 eV
Energy above the lowest of the compared OMol25 structures with the same formula, charge and spin   0.054 eV



No. 6
Formula: C57H74ClF21N5O18PS2
Source: the Open Molecules 2025 dataset
Level of theory: the ωB97M-V functional and the def2-TZVPD basis

Cartesian coordinates (Å):
C: -1.8528 4.5763 0.1788
C: -1.1360 4.0028 1.4197
O: -0.4769 2.8159 0.9907
C: -0.2305 1.8856 2.0501
C: -0.5892 0.5078 1.5039
C: -0.4928 -0.6619 2.5342
O: -1.4796 -1.6020 2.1357
C: -2.5458 -1.9114 3.0507
C: -3.3753 -2.9660 2.2670
C: -4.4001 -3.7683 3.0936
C: -5.7450 -3.0605 3.4360
S: -6.1206 -3.3295 5.2334
C: -6.4327 -1.7157 5.9607
S: -5.3266 -0.8145 6.7038
N: -7.7860 -1.2318 5.9062
C: -8.4807 -0.5857 4.9364
C: -9.7168 -0.3786 5.5262
N: -9.7318 -0.9025 6.7736
C: -8.5560 -1.4152 7.0246
C: -3.4053 -0.7253 3.5309
C: -4.0948 0.1589 2.5054
C: -3.7920 1.5145 2.5386
C: -4.3754 2.4172 1.6894
C: -5.2981 2.0241 0.7375
C: -5.6325 0.6892 0.6942
C: -5.0458 -0.2013 1.5627
C: -1.9012 -2.6553 4.2654
C: -1.3583 -3.9313 4.0444
C: -0.8491 -4.5518 5.1773
C: -0.9006 -3.9041 6.3962
N: -1.3588 -2.6849 6.6608
C: -1.8434 -2.1287 5.5358
C: 0.9084 -1.4189 2.3721
C: 0.7358 -2.3418 1.1292
N: 1.1833 -2.2974 3.5156
O: 1.8648 -3.4635 3.2296
C: 1.5683 -1.6778 4.7717
C: 3.0663 -1.7538 5.1245
N: 3.4963 -2.7789 5.7382
P: 2.3121 -0.2540 1.8384
O: 2.7910 0.6459 3.1543
Cl: 4.0001 -1.4650 1.4765
H: -2.2688 3.6978 -0.3396
H: -1.1541 5.0274 -0.5232
H: -2.7024 5.2166 0.4360
H: -1.8241 3.8619 2.2600
H: -0.3446 4.7327 1.6661
H: -0.7573 2.1538 2.9763
H: 0.8472 2.0000 2.2683
H: -0.0882 0.2698 0.5630
H: -1.6569 0.5465 1.2508
H: -0.5674 -0.3138 3.5727
H: -2.7078 -3.6961 1.7960
H: -3.8398 -2.4697 1.4069
H: -4.6740 -4.6373 2.4767
H: -4.0049 -4.1971 4.0188
H: -5.7590 -1.9831 3.2833
H: -6.5716 -3.5335 2.9000
H: -8.0769 -0.3159 3.9722
H: -10.5523 0.1330 5.0683
H: -8.1906 -1.9149 7.9087
H: -4.1196 -1.1126 4.2683
H: -2.7520 -0.0643 4.1168
H: -3.0908 1.9189 3.2668
H: -4.1163 3.4700 1.7684
H: -5.7022 2.7829 0.0841
H: -6.3823 0.3831 -0.0321
H: -5.3777 -1.2323 1.4938
H: -1.3164 -4.4378 3.0884
H: -0.4145 -5.5447 5.1049
H: -0.5152 -4.4531 7.2625
H: -2.2471 -1.1237 5.6763
H: 0.2033 -3.2593 1.3701
H: 0.2515 -1.8206 0.2986
H: 1.7163 -2.6491 0.7416
H: 2.7866 -3.2875 2.9690
H: 1.0312 -2.1831 5.5873
H: 1.2229 -0.6360 4.8083
H: 3.7984 -0.9788 4.8792
H: 2.7464 -3.4569 5.8928
H: 2.0415 0.9778 3.6636
C: 5.1038 -4.6187 -2.3260
C: 4.2995 -5.7945 -2.8359
O: 2.9320 -5.7206 -2.3870
C: 2.1293 -4.9342 -3.0923
O: 2.4416 -4.2924 -4.0511
C: 0.7071 -4.9951 -2.5200
F: 0.7035 -4.9143 -1.1823
F: 0.1021 -6.1466 -2.8505
F: -0.0552 -4.0044 -2.9796
H: 5.0296 -4.5475 -1.2393
H: 6.1428 -4.7219 -2.5992
H: 4.7312 -3.6791 -2.7357
H: 4.7010 -6.7226 -2.4336
H: 4.3405 -5.8691 -3.9224
C: 4.8093 1.1023 7.3011
C: 3.5400 0.7272 8.0362
O: 3.5615 1.2341 9.3830
C: 3.2111 2.5058 9.5310
O: 2.8874 3.2486 8.6513
C: 3.2381 2.8860 11.0177
F: 4.3394 2.4307 11.6279
F: 2.1803 2.3676 11.6592
F: 3.2037 4.2062 11.1856
H: 5.6848 0.7672 7.8583
H: 4.8264 0.6483 6.3107
H: 4.8923 2.1835 7.1881
H: 3.4663 -0.3560 8.1174
H: 2.6512 1.0748 7.5086
C: 0.1158 4.8390 -6.1626
C: 0.1000 6.3509 -6.0848
O: -0.6865 6.8020 -4.9666
C: -0.0771 6.8004 -3.7868
O: 1.0497 6.4594 -3.5812
C: -1.0250 7.3457 -2.7108
F: -2.2560 6.8285 -2.8176
F: -1.1494 8.6780 -2.8069
F: -0.5858 7.0724 -1.4822
H: -0.9022 4.4477 -6.1890
H: 0.6442 4.5087 -7.0565
H: 0.6061 4.4064 -5.2905
H: -0.3726 6.7650 -6.9736
H: 1.1079 6.7616 -6.0322
C: -7.4139 8.3606 1.9905
C: -6.9639 6.9520 2.3128
O: -7.6933 5.9850 1.5327
C: -7.2570 5.7854 0.2966
O: -6.3264 6.3332 -0.2166
C: -8.1003 4.7000 -0.3846
F: -9.4103 4.8678 -0.1740
F: -7.7805 3.4808 0.0804
F: -7.9141 4.6834 -1.7059
H: -8.4928 8.4551 2.1198
H: -6.9160 9.0782 2.6419
H: -7.1883 8.6176 0.9555
H: -7.1765 6.7215 3.3550
H: -5.8911 6.8290 2.1657
C: 9.2715 -5.7415 -7.4172
C: 10.2460 -6.1754 -6.3443
O: 9.8030 -5.7511 -5.0400
C: 8.8977 -6.5207 -4.4530
O: 8.4234 -7.5198 -4.9077
C: 8.5649 -5.9643 -3.0625
F: 8.3894 -4.6364 -3.0816
F: 9.5512 -6.2151 -2.1921
F: 7.4478 -6.5120 -2.5692
H: 9.1048 -4.6689 -7.3687
H: 9.6538 -5.9932 -8.4056
H: 8.3027 -6.2250 -7.2864
H: 11.2126 -5.7005 -6.5049
H: 10.4089 -7.2528 -6.3596
C: -8.4038 3.4960 -5.2591
C: -6.9888 3.6937 -4.7591
O: -6.0762 2.8085 -5.4357
C: -5.6553 3.2076 -6.6300
O: -5.9700 4.2214 -7.1798
C: -4.6575 2.1896 -7.1989
F: -5.0834 0.9306 -7.0369
F: -3.4695 2.2938 -6.5829
F: -4.4535 2.3789 -8.5007
H: -8.6975 2.4492 -5.1686
H: -9.0995 4.1092 -4.6866
H: -8.4892 3.7654 -6.3119
H: -6.9310 3.4417 -3.7026
H: -6.6666 4.7294 -4.8633
C: 11.5659 -1.7224 -12.1051
C: 12.5286 -2.1409 -11.0145
O: 12.0638 -1.7091 -9.7217
C: 11.1539 -2.4805 -9.1413
O: 10.6980 -3.4864 -9.6044
C: 10.8019 -1.9089 -7.7598
F: 10.6224 -0.5845 -7.8028
F: 11.7860 -2.1541 -6.8823
F: 9.6851 -2.4463 -7.2721
H: 11.3913 -0.6464 -12.0673
H: 11.9648 -1.9811 -13.0856
H: 10.5993 -2.2115 -11.9843
H: 13.4937 -1.6608 -11.1645
H: 12.6978 -3.2173 -11.0187

Computed properties:
LUMO energy   -1.373 eV
HOMO-LUMO gap   6.7 eV
Structure (SMILES)   [H]/N=C\CN(O)[C@@](C)([C@@H](CCOCC)O[C@](CCCSC(=S)n1ccnc1)(Cc1ccccc1)c1cccnc1)P(O)Cl.CCOC(=O)C(F)(F)F.CCOC(=O)C(F)(F)F.CCOC(=O)C(F)(F)F.CCOC(=O)C(F)(F)F.CCOC(=O)C(F)(F)F.CCOC(=O)C(F)(F)F.CCOC(=O)C(F)(F)F
E   -205162.0598 eV
Max |F|   0.0515 Eh/bohr
HOMO level   -8.027 eV